# 1
DFT (ωB97M-V/def2-TZVPD) results for a single C19H26N4O6S molecule at a distorted geometry.

Values from the calculation:
Multiplicity: 1
Charge: 0
SMILES string: CCC1(CC)NC(=O)N(CC(=O)Nc2ccc(S(=O)(=O)N3CCOCC3)cc2)C1=O
Relative energy (zero: lowest compared OMol25 entry of this formula, charge and spin) (kcal/mol): 10.8
E_LUMO (Eh): 0.014
Molecular weight (g mol⁻¹): 438.5
Electronic energy (Eh): -1808.33740

CARTESIAN COORDINATES (ANGSTROEM)
C1 -2.31022 -1.69870 1.22156
C2 -3.34213 -2.11950 0.18029
C3 -4.34514 -0.99926 -0.13957
C4 -5.43538 -1.44605 -1.13589
C5 -4.89550 -1.94697 -2.46945
N1 -4.96396 -0.47452 1.05765
C6 -4.72728 0.83613 1.26661
O1 -5.14153 1.55121 2.13406
N2 -3.86761 1.24410 0.21748
C7 -3.39848 2.60830 0.11400
C8 -1.90352 2.76492 0.45077
O2 -1.52321 3.44703 1.37031
N3 -1.11188 2.07298 -0.41024
C9 0.27634 1.96073 -0.41195
C10 1.09962 2.68612 0.44907
C11 2.47191 2.52641 0.37676
C12 3.01670 1.65049 -0.54203
S1 4.78200 1.40968 -0.63327
O3 5.18294 1.31269 -2.00534
O4 5.44546 2.36695 0.20713
N4 4.90426 -0.14529 0.02324
C13 6.14055 -0.81991 -0.33064
C14 6.06218 -2.25842 0.17919
O5 5.85503 -2.29049 1.57315
C15 4.67506 -1.61266 1.92856
C16 4.70003 -0.15637 1.45721
C17 2.21210 0.92386 -1.40063
C18 0.84249 1.07864 -1.33808
C19 -3.60651 0.23250 -0.64576
O6 -2.89552 0.30777 -1.62768
H1 -1.65836 -2.53691 1.45328
H2 -1.69358 -0.88294 0.84932
H3 -2.79051 -1.37467 2.14206
H4 -2.83144 -2.38742 -0.74409
H5 -3.89656 -2.98997 0.53692
H6 -6.02548 -2.23123 -0.65670
H7 -6.09614 -0.59263 -1.30924
H8 -4.19198 -1.23340 -2.88900
H9 -5.71738 -2.07384 -3.16927
H10 -4.39643 -2.90522 -2.35625
H11 -5.57949 -1.01074 1.64419
H12 -3.97391 3.19386 0.83599
H13 -3.57629 2.97748 -0.90116
H14 -1.58454 1.52245 -1.12893
H15 0.66150 3.36603 1.16049
H16 3.13495 3.08340 1.01975
H17 6.23471 -0.78365 -1.41536
H18 7.00323 -0.31359 0.12596
H19 7.00048 -2.78438 -0.00146
H20 5.23954 -2.78014 -0.33205
H21 4.60863 -1.66432 3.01635
H22 3.80491 -2.11675 1.48037
H23 3.74698 0.33074 1.67006
H24 5.50503 0.39209 1.96644
H25 2.67650 0.25934 -2.11067
H26 0.19682 0.52402 -2.00354


# 2
DFT (ωB97M-V/def2-TZVPD) results for C19H26N6O6P2SZn as an isolated structure at a distorted geometry.

Values from the calculation:
Multiplicity: 1
Charge: 0
Relative energy (zero: lowest compared OMol25 entry of this formula, charge and spin) (kcal/mol): 12.9
E_LUMO (Eh): 0.006
Molecular weight (g mol⁻¹): 593.9
Electronic energy (Eh): -4379.99575

CARTESIAN COORDINATES (ANGSTROEM)
Zn1 0.52744 -1.07979 -0.05739
N1 -0.78808 0.38690 0.84246
C1 -1.29613 0.23802 2.21920
C2 -1.72359 1.36658 2.87397
C3 -2.27786 1.31653 4.18852
C4 -2.20967 0.12151 4.87188
C5 -1.68651 -1.01067 4.23142
C6 -1.41530 -1.02730 2.88005
C7 -1.18009 -2.33889 2.23720
C8 -1.91062 -3.39508 2.77747
C9 -1.62046 -4.71533 2.44243
C10 -0.61349 -4.97431 1.52931
C11 -0.03124 -3.87324 0.89894
C12 -0.30543 -2.53117 1.17005
H1 -0.02860 1.11008 0.84589
H2 -1.45015 0.75589 0.13360
H3 -1.73280 2.35509 2.32696
H4 -2.69430 2.24723 4.62633
H5 -2.46907 0.08014 5.95845
H6 -1.54666 -1.94647 4.72093
H7 -2.72518 -3.15432 3.47294
H8 -2.26398 -5.47099 2.85521
H9 -0.18811 -5.92696 1.29921
H10 0.69188 -4.09772 0.16530
N2 4.61533 -0.10370 0.08854
C13 3.70092 1.00830 -0.33698
C14 4.49098 2.28294 -0.49756
P1 2.46174 1.13336 1.01111
O1 3.33566 1.47298 2.34333
O2 1.41522 2.21518 0.87063
O3 2.00314 -0.33509 1.17086
P2 2.92578 0.21259 -1.93285
O4 2.91985 1.40326 -3.03406
O5 3.94277 -0.83147 -2.27148
O6 1.46015 -0.10874 -1.68486
H11 5.43148 0.25635 0.57376
H12 4.75064 -0.74460 -0.76960
H13 4.05112 -0.63936 0.78786
H14 5.09048 2.48998 0.48159
H15 3.81010 3.14265 -0.63165
H16 5.20064 2.25170 -1.31058
H17 2.74083 1.94285 2.93650
H18 3.41487 1.06401 -3.78399
C15 -3.95622 -0.15225 -3.84736
C16 -3.59880 1.26683 -4.23802
C17 -2.58364 1.87313 -3.31930
N3 -2.58828 1.65414 -2.01245
N4 -1.48085 2.12546 -1.40575
C18 -0.74233 2.92233 -2.17327
N5 0.22308 3.64217 -1.63853
S1 -1.38595 3.04204 -3.78045
H19 -4.22211 -0.72245 -4.75275
H20 -4.72826 -0.23524 -3.08970
H21 -3.13711 -0.71712 -3.39179
H22 -4.46724 1.89123 -4.03926
H23 -3.23042 1.42050 -5.26384
H24 0.66431 3.28757 -0.78986
H25 0.86410 4.14444 -2.21725
N6 -0.82190 -2.64551 -2.60281
C19 -0.25981 -2.06947 -1.74632
H26 -1.37224 -3.27674 -3.21222


# 3
DFT (ωB97M-V/def2-TZVPD) results for a 4-piece molecular cluster, C19H26NO18PS3 overall at a distorted geometry.

Values from the calculation:
Multiplicity: 1
Charge: 0
SMILES string: CCCc1c2c(cc(CC=O)c1P(=O)(O)O)C(=O)NC2=O.O=S1(=O)OCCO1.O=S1(=O)OCCO1.O=S1(=O)OCCO1
E_LUMO (Eh): -0.024
Molecular weight (g mol⁻¹): 683.6
Electronic energy (Eh): -3684.53921

CARTESIAN COORDINATES (ANGSTROEM)
C1 1.66174 -0.91124 2.74079
C2 2.01187 0.31158 1.87964
C3 1.07248 0.54747 0.66195
C4 -0.38415 0.12804 0.83622
C5 -1.11930 0.52429 1.95566
C6 -2.47047 0.18746 2.17449
C7 -3.11992 -0.61506 1.26175
C8 -2.43730 -1.03132 0.11335
C9 -3.26557 -1.91862 -0.82010
C10 -2.64767 -3.33221 -0.81174
O1 -3.09010 -4.17162 -0.07758
C11 -1.09391 -0.65458 -0.13124
P1 -0.19017 -1.14375 -1.66737
O2 0.65782 -2.30384 -1.38217
O3 0.67300 0.11938 -2.16962
O4 -1.24488 -1.59083 -2.79110
C12 -2.95856 0.82681 3.46620
O5 -3.85409 0.53475 4.19648
N1 -2.05939 1.97132 3.59477
C13 -0.79184 1.36341 3.18779
O6 0.19058 1.52531 3.83155
H1 1.65171 -1.79428 2.09094
H2 0.75711 -0.81045 3.33658
H3 2.49831 -1.05993 3.43523
H4 3.00457 0.11285 1.45500
H5 2.11023 1.24326 2.43841
H6 1.48596 -0.06885 -0.13814
H7 1.15867 1.58674 0.31028
H8 -4.15818 -0.89043 1.42761
H9 -4.27556 -2.02080 -0.41474
H10 -3.36318 -1.50327 -1.82263
H11 -1.77910 -3.55095 -1.45719
H12 0.27037 0.89153 -1.74261
H13 -1.72284 -0.80448 -3.09726
H14 -2.43344 2.60552 2.88960
O7 0.23949 -3.28768 7.73958
S1 -0.68838 -3.13064 6.67821
O8 -0.79962 -4.07513 5.62823
O9 -0.48790 -1.66701 6.04909
C14 -1.71507 -0.93133 6.12051
C15 -2.43167 -1.48696 7.33018
O10 -2.15069 -2.89110 7.29976
H15 -2.28333 -1.11617 5.20878
H16 -1.51601 0.13447 6.21318
H17 -3.50309 -1.30858 7.29869
H18 -2.02301 -1.07818 8.25728
O11 2.32363 1.23764 -2.91770
S2 3.47907 1.67331 -2.22090
O12 4.12328 0.86108 -1.25566
O13 3.15398 3.10827 -1.56337
C16 4.09604 4.08362 -2.02255
C17 4.51275 3.60351 -3.39681
O14 4.58545 2.18051 -3.27599
H19 4.94190 4.09379 -1.33210
H20 3.63791 5.06924 -2.04720
H21 5.47216 4.00883 -3.70716
H22 3.75644 3.84341 -4.14851
O15 0.05681 -0.43336 -4.37674
S3 0.33275 -0.82441 -5.71506
O16 0.68286 -2.15226 -6.05385
O17 1.43299 0.17906 -6.32101
C18 0.92404 0.81816 -7.49469
C19 -0.57453 0.87508 -7.28666
O18 -0.89606 -0.36558 -6.65145
H23 1.18274 0.20332 -8.35946
H24 1.36464 1.80556 -7.60855
H25 -1.12291 0.97919 -8.21916
H26 -0.85140 1.68716 -6.60967


# 4
DFT (ωB97M-V/def2-TZVPD) results for C19H27BaI2N4O2S as an isolated structure at a distorted geometry.

Values from the calculation:
Multiplicity: 1
Charge: +1
Relative energy (zero: lowest compared OMol25 entry of this formula, charge and spin) (kcal/mol): 0.0
E_LUMO (Eh): -0.088
Molecular weight (g mol⁻¹): 766.7
Electronic energy (Eh): -2128.67655

CARTESIAN COORDINATES (ANGSTROEM)
Ba1 0.03492 -0.68601 0.44576
C1 2.51016 0.32859 3.14009
C2 2.21487 1.45873 2.15665
N1 2.22546 1.02533 0.75879
C3 3.52068 0.57627 0.24505
C4 3.44994 -0.78703 -0.44530
N2 2.73616 -1.79979 0.34341
C5 3.39427 -2.15358 1.60966
C6 2.45665 -2.12189 2.81195
N3 1.68807 -0.87513 2.92796
H1 3.56574 0.05950 3.08282
H2 2.36738 0.72551 4.14849
H3 1.22583 1.87692 2.35789
H4 2.95332 2.24989 2.34704
H5 1.83670 1.75731 0.17671
H6 3.93565 1.28961 -0.47165
H7 4.23914 0.53537 1.06462
H8 2.92440 -0.68682 -1.40035
H9 4.47667 -1.09424 -0.68612
H10 2.63711 -2.63284 -0.22420
H11 3.83201 -3.15397 1.56135
H12 4.23184 -1.47759 1.77976
H13 1.73582 -2.94115 2.73289
H14 3.06381 -2.32050 3.70586
H15 1.05356 -0.97791 3.71018
I1 -1.82304 2.52631 -3.43892
C7 -2.38219 2.63230 -1.43320
C8 -3.44696 3.46412 -1.07047
C9 -3.83021 3.59070 0.23570
I2 -5.40754 4.88024 0.69534
C10 -3.16363 2.84206 1.23740
C11 -3.49037 2.89376 2.60901
C12 -2.81623 2.11532 3.50841
C13 -1.81995 1.25767 3.02844
N4 -1.47371 1.17688 1.76282
C14 -2.10222 1.97564 0.85914
C15 -1.64702 1.89614 -0.51088
O1 -0.62538 1.16699 -0.82524
H16 -3.95887 4.02048 -1.84388
H17 -4.27857 3.55706 2.93825
H18 -3.04629 2.14320 4.56366
H19 -1.29370 0.60247 3.71784
O2 -0.89693 -2.14251 -1.23403
S1 -1.64946 -1.45726 -2.35804
C16 -0.48641 -1.32183 -3.75702
C17 -0.90893 -2.32398 -4.83130
C18 -2.41372 -2.52822 -4.66894
C19 -2.63524 -2.74165 -3.17868
H20 0.50166 -1.50941 -3.33770
H21 -0.53931 -0.28793 -4.09449
H22 -0.39199 -3.27348 -4.68220
H23 -0.65311 -1.96013 -5.82523
H24 -2.77942 -3.38126 -5.23937
H25 -2.95635 -1.64447 -5.01218
H26 -2.22477 -3.69322 -2.83705
H27 -3.67027 -2.65057 -2.85648


What did the third record say?
DFT (ωB97M-V/def2-TZVPD) results for a 4-piece molecular cluster, C19H26NO18PS3 overall at a distorted geometry.

Values from the calculation:
Multiplicity: 1
Charge: 0
SMILES string: CCCc1c2c(cc(CC=O)c1P(=O)(O)O)C(=O)NC2=O.O=S1(=O)OCCO1.O=S1(=O)OCCO1.O=S1(=O)OCCO1
E_LUMO (Eh): -0.024
Molecular weight (g mol⁻¹): 683.6
Electronic energy (Eh): -3684.53921

CARTESIAN COORDINATES (ANGSTROEM)
C1 1.66174 -0.91124 2.74079
C2 2.01187 0.31158 1.87964
C3 1.07248 0.54747 0.66195
C4 -0.38415 0.12804 0.83622
C5 -1.11930 0.52429 1.95566
C6 -2.47047 0.18746 2.17449
C7 -3.11992 -0.61506 1.26175
C8 -2.43730 -1.03132 0.11335
C9 -3.26557 -1.91862 -0.82010
C10 -2.64767 -3.33221 -0.81174
O1 -3.09010 -4.17162 -0.07758
C11 -1.09391 -0.65458 -0.13124
P1 -0.19017 -1.14375 -1.66737
O2 0.65782 -2.30384 -1.38217
O3 0.67300 0.11938 -2.16962
O4 -1.24488 -1.59083 -2.79110
C12 -2.95856 0.82681 3.46620
O5 -3.85409 0.53475 4.19648
N1 -2.05939 1.97132 3.59477
C13 -0.79184 1.36341 3.18779
O6 0.19058 1.52531 3.83155
H1 1.65171 -1.79428 2.09094
H2 0.75711 -0.81045 3.33658
H3 2.49831 -1.05993 3.43523
H4 3.00457 0.11285 1.45500
H5 2.11023 1.24326 2.43841
H6 1.48596 -0.06885 -0.13814
H7 1.15867 1.58674 0.31028
H8 -4.15818 -0.89043 1.42761
H9 -4.27556 -2.02080 -0.41474
H10 -3.36318 -1.50327 -1.82263
H11 -1.77910 -3.55095 -1.45719
H12 0.27037 0.89153 -1.74261
H13 -1.72284 -0.80448 -3.09726
H14 -2.43344 2.60552 2.88960
O7 0.23949 -3.28768 7.73958
S1 -0.68838 -3.13064 6.67821
O8 -0.79962 -4.07513 5.62823
O9 -0.48790 -1.66701 6.04909
C14 -1.71507 -0.93133 6.12051
C15 -2.43167 -1.48696 7.33018
O10 -2.15069 -2.89110 7.29976
H15 -2.28333 -1.11617 5.20878
H16 -1.51601 0.13447 6.21318
H17 -3.50309 -1.30858 7.29869
H18 -2.02301 -1.07818 8.25728
O11 2.32363 1.23764 -2.91770
S2 3.47907 1.67331 -2.22090
O12 4.12328 0.86108 -1.25566
O13 3.15398 3.10827 -1.56337
C16 4.09604 4.08362 -2.02255
C17 4.51275 3.60351 -3.39681
O14 4.58545 2.18051 -3.27599
H19 4.94190 4.09379 -1.33210
H20 3.63791 5.06924 -2.04720
H21 5.47216 4.00883 -3.70716
H22 3.75644 3.84341 -4.14851
O15 0.05681 -0.43336 -4.37674
S3 0.33275 -0.82441 -5.71506
O16 0.68286 -2.15226 -6.05385
O17 1.43299 0.17906 -6.32101
C18 0.92404 0.81816 -7.49469
C19 -0.57453 0.87508 -7.28666
O18 -0.89606 -0.36558 -6.65145
H23 1.18274 0.20332 -8.35946
H24 1.36464 1.80556 -7.60855
H25 -1.12291 0.97919 -8.21916
H26 -0.85140 1.68716 -6.60967


> Which value of molecular weight does entry 2 give?

593.9 g mol⁻¹